DFT (wB97M-V/def2-TZVPD) results for 2 unconnected molecules or ions with the total composition C4H9NO3.

Last columns: bonded neighbours and bond lengths (Å).
Atoms and positions in Å:
1 C -1.658 -0.045 0.246  C2 1.547, O15 1.188, O16 1.370
2 C -1.203 1.152 -0.624  C1 1.547, H6 1.133, H7 1.081, H8 1.099
3 C 2.112 -0.264 0.130  C4 1.622, N14 1.373, O17 1.228
4 C 0.869 -1.306 0.133  C3 1.622, H11 1.160, H12 1.140, H13 1.197
5 H -2.539 -1.621 0.002  O16 0.918
6 H -0.932 1.962 0.121  C2 1.133
7 H -0.449 0.859 -1.340  C2 1.081
8 H -2.096 1.474 -1.178  C2 1.099
9 H 2.397 1.684 0.771  N14 1.027
10 H 0.693 1.393 0.097  N14 1.136
11 H 1.055 -2.330 -0.379  C4 1.160
12 H 0.034 -0.732 -0.388  C4 1.140
13 H 0.688 -1.489 1.303  C4 1.197
14 N 1.695 1.001 0.463  C3 1.373, H9 1.027, H10 1.136
15 O -1.707 -0.177 1.426  C1 1.188
16 O -2.214 -0.988 -0.578  C1 1.370, H5 0.918
17 O 3.253 -0.571 -0.206  C3 1.228

structure (SMILES) = CC(=O)O.CC(N)=O
orbital gap = 10.2 eV
HOMO = -9.623 eV
energy relative to the best compared isomer or geometry (same formula, charge and spin) = 1.806 eV
LUMO = 0.0197 Ha